[1]
ORCA calculation (ωB97M-V/def2-TZVPD) on C31H36N5O2RhSe2 as an isolated structure in a non-equilibrium geometry.

Values from the calculation:
- orbital gap (spin up / spin down) (eV) = 3.70 / 4.33
- energy (eV) = -177972.264
- 2S+1 = 5
- expectation value of S² = 6.059
- charge = 0
- energy above the lowest of the compared OMol25 structures with the same formula, charge and spin (eV) = 0.000

Atoms and positions in Å:
Rh (15.943, 10.444, 8.557)
C (18.007, 15.713, 9.330)
C (18.132, 14.209, 9.592)
C (18.797, 13.480, 8.453)
C (20.074, 13.913, 8.109)
C (20.886, 13.333, 7.137)
C (20.346, 12.275, 6.422)
C (19.019, 11.864, 6.611)
C (18.400, 10.895, 5.653)
C (17.616, 11.555, 4.503)
C (18.187, 12.504, 7.576)
N (16.803, 12.157, 7.670)
C (15.905, 13.161, 7.618)
C (14.702, 13.047, 8.345)
C (13.415, 13.750, 8.240)
C (12.532, 13.031, 9.036)
C (13.260, 11.975, 9.642)
N (14.558, 11.948, 9.269)
H (17.362, 16.180, 10.092)
H (17.556, 15.847, 8.332)
H (18.965, 16.254, 9.337)
H (17.146, 13.746, 9.753)
H (18.716, 13.975, 10.512)
H (20.457, 14.758, 8.635)
H (21.890, 13.735, 6.976)
H (20.935, 11.768, 5.684)
H (17.680, 10.242, 6.209)
H (19.217, 10.238, 5.279)
H (16.643, 11.898, 4.899)
H (17.417, 10.829, 3.682)
H (18.151, 12.418, 4.052)
H (16.199, 14.154, 7.212)
H (13.181, 14.611, 7.624)
H (11.486, 13.225, 9.132)
H (12.876, 11.288, 10.405)
O (17.859, 7.158, 11.134)
C (19.185, 7.176, 10.606)
C (19.563, 8.326, 9.633)
C (21.140, 8.157, 9.389)
O (21.599, 9.023, 8.353)
C (19.336, 9.717, 10.203)
Se (17.417, 10.229, 10.533)
C (18.959, 8.128, 8.252)
Se (17.001, 8.391, 7.855)
H (17.273, 7.587, 10.458)
H (19.359, 6.198, 10.089)
H (19.876, 7.206, 11.456)
H (21.269, 7.100, 9.098)
H (21.684, 8.307, 10.336)
H (22.289, 9.645, 8.660)
H (19.838, 10.501, 9.586)
H (19.668, 9.787, 11.244)
H (19.082, 7.079, 7.954)
H (19.474, 8.789, 7.549)
C (12.618, 8.263, 7.428)
C (13.769, 8.997, 7.473)
N (14.471, 9.064, 8.610)
C (14.162, 8.289, 9.690)
C (12.996, 7.488, 9.709)
C (12.208, 7.547, 8.531)
C (12.699, 6.573, 10.805)
C (11.485, 6.066, 11.201)
C (10.192, 6.684, 11.044)
C (9.971, 8.027, 10.664)
C (8.651, 8.364, 10.470)
N (7.619, 7.560, 10.752)
C (7.945, 6.337, 11.174)
N (9.150, 5.861, 11.359)
H (12.032, 8.226, 6.524)
H (14.114, 9.642, 6.676)
H (14.883, 8.398, 10.514)
H (11.287, 7.008, 8.481)
H (13.593, 6.217, 11.290)
H (11.472, 5.118, 11.754)
H (10.825, 8.731, 10.545)
H (8.341, 9.365, 10.115)
H (7.079, 5.707, 11.415)

[2]
ORCA calculation (ωB97M-V/def2-TZVPD) on C31H36N5O7PrS3 as an isolated structure in a non-equilibrium geometry.

Values from the calculation:
- orbital gap (spin up / spin down) (eV) = 5.54 / 5.54
- energy (eV) = -101097.417
- 2S+1 = 3
- expectation value of S² = 2.002
- charge = -2
- energy above the lowest of the compared OMol25 structures with the same formula, charge and spin (eV) = 0.000

Atoms and positions in Å:
Pr (0.024, -0.615, 0.977)
O (-1.045, 2.038, 1.360)
C (-2.019, 2.160, 2.364)
C (-1.657, 1.408, 3.652)
N (-1.323, 0.004, 3.424)
C (-0.531, -0.512, 4.541)
C (0.358, -1.725, 4.116)
O (0.507, -2.645, 4.919)
O (0.929, -1.585, 3.004)
C (-2.523, -0.820, 3.290)
C (-2.250, -2.215, 2.645)
O (-2.842, -3.182, 3.120)
O (-1.490, -2.223, 1.639)
H (-0.144, 2.173, 1.778)
H (-2.948, 1.777, 1.936)
H (-2.165, 3.225, 2.626)
H (-2.485, 1.519, 4.377)
H (-0.768, 1.893, 4.066)
H (-1.165, -0.796, 5.398)
H (0.184, 0.253, 4.867)
H (-3.233, -0.337, 2.617)
H (-3.007, -0.972, 4.270)
N (2.929, -1.034, 1.027)
C (3.630, -2.105, 1.720)
C (3.355, -3.485, 1.119)
C (1.923, -3.941, 1.405)
N (0.949, -3.208, 0.609)
H (3.409, -0.782, 0.165)
H (2.932, -0.209, 1.629)
H (3.259, -2.115, 2.745)
H (4.724, -1.934, 1.738)
H (4.053, -4.205, 1.562)
H (3.526, -3.476, 0.041)
H (1.703, -3.757, 2.458)
H (1.864, -5.031, 1.225)
H (0.022, -3.304, 1.029)
H (0.915, -3.581, -0.336)
S (1.362, 1.337, -0.823)
C (2.706, 2.106, -0.005)
C (3.746, 2.611, -0.792)
C (4.863, 3.222, -0.250)
C (4.960, 3.366, 1.125)
C (3.938, 2.888, 1.922)
C (2.815, 2.249, 1.399)
S (1.654, 1.616, 2.549)
H (3.659, 2.497, -1.865)
H (5.656, 3.578, -0.898)
H (5.824, 3.842, 1.577)
H (3.995, 2.989, 2.997)
C (-3.972, 5.180, -3.080)
C (-3.654, 3.804, -2.559)
C (-2.347, 3.436, -2.263)
C (-2.055, 2.169, -1.785)
C (-3.081, 1.260, -1.612)
C (-4.389, 1.611, -1.890)
C (-4.675, 2.879, -2.366)
S (-2.773, -0.337, -0.815)
O (-2.685, 0.025, 0.576)
O (-3.884, -1.196, -1.174)
N (-1.331, -0.863, -1.249)
C (-1.125, -1.273, -2.511)
C (-2.070, -1.232, -3.537)
C (-1.796, -1.747, -4.797)
C (-0.572, -2.294, -5.101)
C (0.443, -2.296, -4.132)
C (1.736, -2.801, -4.378)
C (2.689, -2.704, -3.399)
C (2.334, -2.140, -2.167)
N (1.127, -1.721, -1.879)
C (0.185, -1.773, -2.832)
H (-3.098, 5.824, -3.028)
H (-4.778, 5.633, -2.503)
H (-4.297, 5.124, -4.120)
H (-1.544, 4.148, -2.392)
H (-1.039, 1.897, -1.535)
H (-5.166, 0.879, -1.721)
H (-5.700, 3.160, -2.581)
H (-3.046, -0.829, -3.319)
H (-2.572, -1.723, -5.554)
H (-0.371, -2.708, -6.080)
H (1.956, -3.253, -5.339)
H (3.700, -3.057, -3.553)
H (3.071, -2.039, -1.383)

[3]
ORCA calculation (ωB97M-V/def2-TZVPD) on C31H37AuN4O6Se2 as an isolated structure.

Values from the calculation:
- orbital gap (spin up / spin down) (eV) = 7.07 / 5.82
- energy (eV) = -185357.022
- 2S+1 = 3
- expectation value of S² = 2.010
- charge = +2
- energy above the lowest of the compared OMol25 structures with the same formula, charge and spin (eV) = 0.000

Atoms and positions in Å:
Au (0.400, -0.082, 0.269)
C (3.849, -1.533, 0.974)
Se (2.977, -0.213, -0.148)
C (3.201, -1.013, -1.919)
C (3.051, -2.521, -2.050)
Se (1.239, -3.238, -2.082)
C (1.056, -3.827, -0.257)
H (4.858, -1.679, 0.594)
H (3.303, -2.470, 1.005)
H (3.894, -1.095, 1.968)
H (4.220, -0.755, -2.210)
H (2.510, -0.472, -2.562)
H (3.591, -3.074, -1.283)
H (3.451, -2.823, -3.019)
H (1.865, -4.523, -0.039)
H (0.095, -4.329, -0.164)
H (1.097, -2.963, 0.404)
C (0.434, -1.979, 3.511)
C (1.607, -1.050, 3.669)
C (2.716, -1.398, 4.429)
C (3.781, -0.519, 4.578)
C (3.757, 0.724, 3.963)
C (2.663, 1.121, 3.198)
C (2.600, 2.485, 2.566)
C (1.609, 0.216, 3.079)
N (0.477, 0.580, 2.275)
C (-0.519, 1.231, 2.735)
C (-0.630, 1.701, 4.143)
C (-1.652, 1.508, 1.772)
C (-2.726, 2.450, 2.193)
N (-1.585, 0.918, 0.644)
C (-2.620, 1.050, -0.338)
C (-2.343, 1.804, -1.480)
C (-1.030, 2.518, -1.647)
C (-3.342, 1.906, -2.441)
C (-4.568, 1.284, -2.261)
C (-4.813, 0.544, -1.114)
C (-3.843, 0.406, -0.127)
C (-4.128, -0.392, 1.117)
H (0.640, -2.944, 3.967)
H (0.181, -2.150, 2.459)
H (-0.466, -1.580, 3.985)
H (2.740, -2.364, 4.918)
H (4.634, -0.805, 5.179)
H (4.589, 1.405, 4.087)
H (3.580, 2.958, 2.573)
H (1.920, 3.141, 3.115)
H (2.250, 2.445, 1.532)
H (0.242, 1.426, 4.728)
H (-1.522, 1.271, 4.603)
H (-0.755, 2.785, 4.168)
H (-3.249, 2.070, 3.073)
H (-3.444, 2.615, 1.394)
H (-2.280, 3.406, 2.476)
H (-0.196, 1.817, -1.756)
H (-0.814, 3.172, -0.800)
H (-1.043, 3.130, -2.546)
H (-3.156, 2.489, -3.334)
H (-5.337, 1.379, -3.017)
H (-5.775, 0.066, -0.974)
H (-4.932, -1.105, 0.935)
H (-4.461, 0.248, 1.938)
H (-3.254, -0.949, 1.464)
O (-0.642, -0.212, -3.524)
C (-0.762, -0.853, -2.518)
O (0.261, -0.991, -1.644)
C (-2.004, -1.613, -2.178)
C (-2.088, -2.340, -1.001)
C (-3.238, -3.045, -0.717)
C (-4.331, -3.050, -1.560)
C (-4.217, -2.305, -2.720)
C (-3.084, -1.591, -3.054)
N (-5.395, -2.223, -3.618)
O (-5.291, -1.505, -4.587)
O (-6.370, -2.864, -3.301)
N (-3.292, -3.777, 0.565)
O (-4.339, -4.278, 0.880)
O (-2.263, -3.806, 1.225)
H (-1.283, -2.353, -0.284)
H (-5.236, -3.593, -1.327)
H (-3.042, -1.022, -3.972)

[4]
ORCA calculation (ωB97M-V/def2-TZVPD) on one molecule with the formula C31H37BBrFN2O6 in a non-equilibrium geometry.

Values from the calculation:
- orbital gap (eV) = 8.14
- energy (eV) = -121435.800
- charge = 0
- SMILES string = CCB(O)[C@](F)(O[C@](Cc1ccccc1)(Cc1ccc(C)cc1)[C@@](N)(CC(=O)O)O[C@](C)(Br)CC=O)c1ccncc1

Atoms and positions in Å:
C (-2.562, -1.051, -5.701)
C (-2.046, 0.113, -4.700)
B (-0.582, -0.341, -4.148)
O (0.164, -1.349, -4.890)
C (0.096, 0.350, -2.787)
F (1.476, -0.049, -2.858)
O (-0.720, -0.047, -1.737)
C (-0.198, -0.263, -0.407)
C (0.744, 0.964, -0.030)
C (1.057, 1.331, 1.470)
C (0.294, 2.505, 2.198)
C (0.553, 2.975, 3.637)
C (1.635, 2.297, 4.511)
C (2.454, 1.165, 3.845)
C (2.176, 0.708, 2.374)
C (0.530, -1.713, -0.457)
C (1.966, -1.823, 0.175)
C (2.084, -2.639, 1.521)
C (3.433, -2.852, 2.269)
C (4.764, -2.253, 1.709)
C (6.090, -2.479, 2.563)
C (4.666, -1.491, 0.365)
C (3.305, -1.288, -0.375)
C (-1.596, -0.331, 0.477)
N (-2.002, 1.107, 0.583)
C (-2.816, -0.975, -0.376)
C (-2.593, -2.435, -0.946)
O (-2.437, -3.484, -0.280)
O (-2.580, -2.599, -2.385)
O (-1.224, -1.005, 1.658)
C (-1.965, -0.952, 2.841)
C (-1.181, -0.017, 3.930)
Br (-1.864, -2.807, 3.664)
C (-3.491, -0.555, 2.893)
C (-4.088, -0.447, 4.402)
O (-5.205, 0.102, 4.547)
C (0.073, 1.932, -3.170)
C (-1.150, 2.843, -2.821)
C (-1.051, 4.325, -3.247)
N (0.034, 4.979, -3.901)
C (1.142, 4.129, -4.188)
C (1.292, 2.622, -3.877)
H (-3.663, -0.893, -5.994)
H (-1.895, -1.074, -6.627)
H (-2.399, -2.049, -5.151)
H (-2.815, 0.298, -3.870)
H (-1.983, 1.085, -5.324)
H (0.963, -0.854, -5.199)
H (1.763, 0.916, -0.575)
H (0.240, 1.910, -0.468)
H (-0.526, 3.060, 1.606)
H (-0.078, 3.848, 4.042)
H (1.794, 2.692, 5.573)
H (3.275, 0.678, 4.480)
H (2.860, -0.102, 1.976)
H (-0.104, -2.554, 0.021)
H (0.625, -2.045, -1.564)
H (1.149, -3.103, 1.981)
H (3.433, -3.445, 3.251)
H (5.813, -3.167, 3.435)
H (6.947, -2.957, 1.981)
H (6.424, -1.478, 3.027)
H (5.631, -1.052, -0.054)
H (3.319, -0.706, -1.348)
H (-2.885, 1.306, 0.099)
H (-2.131, 1.430, 1.546)
H (-3.147, -0.312, -1.264)
H (-3.784, -1.040, 0.258)
H (-3.393, -2.172, -2.750)
H (-0.071, -0.203, 3.751)
H (-1.404, -0.449, 4.979)
H (-1.498, 1.076, 3.881)
H (-4.104, -1.413, 2.412)
H (-3.822, 0.396, 2.367)
H (-3.502, -0.858, 5.311)
H (-2.026, 2.360, -2.275)
H (-1.962, 4.982, -2.991)
H (2.033, 4.621, -4.729)
H (2.251, 2.063, -4.148)

> What is the energy in the first record?

-177972.264 eV

Repeat the fourth record exactly.
ORCA calculation (ωB97M-V/def2-TZVPD) on one molecule with the formula C31H37BBrFN2O6 in a non-equilibrium geometry.

Values from the calculation:
- orbital gap (eV) = 8.14
- energy (eV) = -121435.800
- charge = 0
- SMILES string = CCB(O)[C@](F)(O[C@](Cc1ccccc1)(Cc1ccc(C)cc1)[C@@](N)(CC(=O)O)O[C@](C)(Br)CC=O)c1ccncc1

Atoms and positions in Å:
C (-2.562, -1.051, -5.701)
C (-2.046, 0.113, -4.700)
B (-0.582, -0.341, -4.148)
O (0.164, -1.349, -4.890)
C (0.096, 0.350, -2.787)
F (1.476, -0.049, -2.858)
O (-0.720, -0.047, -1.737)
C (-0.198, -0.263, -0.407)
C (0.744, 0.964, -0.030)
C (1.057, 1.331, 1.470)
C (0.294, 2.505, 2.198)
C (0.553, 2.975, 3.637)
C (1.635, 2.297, 4.511)
C (2.454, 1.165, 3.845)
C (2.176, 0.708, 2.374)
C (0.530, -1.713, -0.457)
C (1.966, -1.823, 0.175)
C (2.084, -2.639, 1.521)
C (3.433, -2.852, 2.269)
C (4.764, -2.253, 1.709)
C (6.090, -2.479, 2.563)
C (4.666, -1.491, 0.365)
C (3.305, -1.288, -0.375)
C (-1.596, -0.331, 0.477)
N (-2.002, 1.107, 0.583)
C (-2.816, -0.975, -0.376)
C (-2.593, -2.435, -0.946)
O (-2.437, -3.484, -0.280)
O (-2.580, -2.599, -2.385)
O (-1.224, -1.005, 1.658)
C (-1.965, -0.952, 2.841)
C (-1.181, -0.017, 3.930)
Br (-1.864, -2.807, 3.664)
C (-3.491, -0.555, 2.893)
C (-4.088, -0.447, 4.402)
O (-5.205, 0.102, 4.547)
C (0.073, 1.932, -3.170)
C (-1.150, 2.843, -2.821)
C (-1.051, 4.325, -3.247)
N (0.034, 4.979, -3.901)
C (1.142, 4.129, -4.188)
C (1.292, 2.622, -3.877)
H (-3.663, -0.893, -5.994)
H (-1.895, -1.074, -6.627)
H (-2.399, -2.049, -5.151)
H (-2.815, 0.298, -3.870)
H (-1.983, 1.085, -5.324)
H (0.963, -0.854, -5.199)
H (1.763, 0.916, -0.575)
H (0.240, 1.910, -0.468)
H (-0.526, 3.060, 1.606)
H (-0.078, 3.848, 4.042)
H (1.794, 2.692, 5.573)
H (3.275, 0.678, 4.480)
H (2.860, -0.102, 1.976)
H (-0.104, -2.554, 0.021)
H (0.625, -2.045, -1.564)
H (1.149, -3.103, 1.981)
H (3.433, -3.445, 3.251)
H (5.813, -3.167, 3.435)
H (6.947, -2.957, 1.981)
H (6.424, -1.478, 3.027)
H (5.631, -1.052, -0.054)
H (3.319, -0.706, -1.348)
H (-2.885, 1.306, 0.099)
H (-2.131, 1.430, 1.546)
H (-3.147, -0.312, -1.264)
H (-3.784, -1.040, 0.258)
H (-3.393, -2.172, -2.750)
H (-0.071, -0.203, 3.751)
H (-1.404, -0.449, 4.979)
H (-1.498, 1.076, 3.881)
H (-4.104, -1.413, 2.412)
H (-3.822, 0.396, 2.367)
H (-3.502, -0.858, 5.311)
H (-2.026, 2.360, -2.275)
H (-1.962, 4.982, -2.991)
H (2.033, 4.621, -4.729)
H (2.251, 2.063, -4.148)

> Which value of energy does entry 3 give?

-185357.022 eV

> Which of these has the lowest energy?

C31H37AuN4O6Se2